Entry 1:
Molecular formula: C19H20AsCl2CrF6N3O2S4Sb
Method: DFT, wB97M-V/def2-TZVPD

Geometry (Å):
Cr  0.887  -0.384  -1.295
Cl  2.934  -0.374  0.027
C  2.753  0.723  1.343
C  3.644  0.672  2.397
C  3.477  1.548  3.455
C  2.426  2.453  3.443
C  1.553  2.497  2.371
Cl  0.276  3.659  2.377
C  1.693  1.631  1.278
S  0.653  1.701  -0.118
H  4.461  -0.037  2.378
H  4.166  1.529  4.288
H  2.287  3.144  4.264
F  2.771  -1.847  -2.558
As  3.216  -0.621  -3.714
F  2.399  0.564  -2.567
F  1.645  -0.749  -4.475
F  3.581  0.695  -4.762
F  3.871  -1.796  -4.772
F  4.678  -0.372  -2.845
N  -3.615  0.767  5.307
C  -3.245  0.314  4.065
C  -3.561  -0.989  3.660
C  -3.214  -1.429  2.401
C  -2.555  -0.572  1.529
C  -2.251  0.731  1.904
C  -2.601  1.172  3.161
S  -1.996  -1.196  -0.016
O  -2.282  -0.226  -1.049
O  -2.535  -2.514  -0.193
N  -0.335  -1.258  0.073
C  0.221  -2.333  0.725
S  -0.455  -3.142  2.127
C  0.914  -4.194  2.150
C  1.747  -3.885  1.132
N  1.350  -2.847  0.334
H  -3.873  0.086  5.998
H  -3.195  1.612  5.650
H  -4.072  -1.654  4.346
H  -3.453  -2.432  2.071
H  -1.745  1.386  1.208
H  -2.370  2.185  3.463
H  1.007  -4.975  2.885
H  2.676  -4.387  0.902
S  -0.522  -3.089  -2.851
C  0.159  -1.876  -2.241
C  0.607  2.315  -4.082
Sb  -0.633  0.917  -3.024
C  -1.544  -0.078  -4.682
C  -2.154  2.321  -2.513
H  -0.019  2.934  -4.725
H  1.336  1.780  -4.687
H  1.129  2.948  -3.366
H  -1.600  0.641  -5.497
H  -2.542  -0.403  -4.395
H  -0.930  -0.925  -4.973
H  -2.441  2.833  -3.431
H  -1.775  3.040  -1.791
H  -3.002  1.787  -2.093

Values from the calculation:
- HOMO level (alpha / beta) (Eh) = -0.2991 / -0.3001
- energy above the lowest of the compared OMol25 structures with the same formula, charge and spin (kcal/mol) = 5.6
- charge = 0
- DFT total energy (hartree) = -7683.63724
- LUMO (alpha / beta) (eV) = -2.032 / -1.884
- frontier orbital gap (alpha / beta) (hartree) = 0.2244 / 0.2309
- 2S+1 = 2
- expectation value of S² = 0.771

For each atom in turn, the Mulliken charge in e is: 0.6588, -0.0511, 0.4415, -0.7344, -0.4426, -0.6616, 0.2863, -0.2034, -0.1672, -0.4088, 0.4669, 0.3790, 0.4274, -0.5113, 2.1076, -0.4830, -0.4846, -0.4703, -0.4772, -0.4816, -0.5189, 1.1278, -0.7566, -0.5026, -0.4046, -0.2710, -1.0305, 0.8595, -0.5842, -0.6151, 1.0422, -0.0618, 0.0298, -0.3404, -0.8278, -0.1328, 0.2084, 0.2096, 0.2872, 0.5675, 0.4113, 0.2572, 0.4311, 0.4220, -0.0351, 0.1627, -1.2666, 1.2226, -1.2569, -1.2884, 0.4945, 0.3531, 0.3388, 0.4109, 0.3805, 0.3115, 0.4633, 0.3519, 0.3594



Entry 2:
Molecular formula: C19H20B2F4MgN6O5S4Se
Method: DFT, wB97M-V/def2-TZVPD

Geometry (Å):
Mg  -0.285  -0.140  0.093
C  3.357  -1.835  -2.164
C  2.106  -1.862  -1.322
N  0.817  -1.350  -1.740
O  -0.792  -0.660  -3.267
B  -1.734  0.158  -2.493
F  -2.443  0.972  -3.318
F  -0.974  0.938  -1.523
O  -2.677  -0.697  -1.732
N  -2.137  -1.060  -0.548
C  -2.839  -1.787  0.227
C  -4.192  -2.314  -0.116
C  -2.203  -2.065  1.551
N  -1.069  -1.511  1.741
O  -0.504  -1.771  2.957
B  0.954  -2.028  2.889
F  1.206  -3.242  2.260
F  1.417  -1.969  4.191
O  1.692  -0.925  2.160
N  1.530  -0.977  0.788
C  2.368  -1.686  0.151
C  3.537  -2.394  0.748
C  -2.865  -2.945  2.559
H  3.149  -1.928  -3.223
H  3.999  -2.664  -1.872
H  3.893  -0.902  -1.982
H  -4.379  -2.187  -1.178
H  -4.961  -1.773  0.439
H  -4.270  -3.368  0.148
H  3.578  -2.218  1.816
H  4.459  -2.047  0.281
H  3.444  -3.466  0.570
H  -3.942  -2.979  2.411
H  -2.636  -2.595  3.562
H  -2.470  -3.961  2.472
O  1.253  -0.816  -6.840
C  1.193  -0.642  -5.662
S  1.406  0.992  -4.941
C  1.321  0.502  -3.283
C  0.544  -0.820  -3.094
S  0.816  -3.113  -1.594
S  1.023  -1.952  -4.485
S  1.914  1.399  -2.079
C  -2.464  3.230  3.650
N  -1.386  2.316  3.966
C  -0.472  1.820  3.105
Se  -0.352  2.211  1.292
N  0.368  1.041  3.796
C  -0.024  0.976  5.123
C  0.482  0.286  6.214
C  -0.161  0.483  7.423
C  -1.266  1.333  7.542
C  -1.775  2.014  6.449
C  -1.130  1.812  5.238
H  -2.470  3.400  2.578
H  -2.316  4.176  4.170
H  -3.414  2.793  3.956
H  1.043  0.445  3.316
H  1.320  -0.387  6.107
H  0.198  -0.038  8.301
H  -1.736  1.457  8.508
H  -2.631  2.669  6.537

Values from the calculation:
- HOMO level (Eh) = -0.3101
- energy above the lowest of the compared OMol25 structures with the same formula, charge and spin (kcal/mol) = 0.0
- charge = 0
- DFT total energy (hartree) = -6084.62935
- LUMO (eV) = -1.000
- frontier orbital gap (hartree) = 0.2734

For each atom in turn, the Mulliken charge in e is: 1.2878, -1.7283, 0.2157, 0.6255, -0.4336, 0.6912, -0.2774, -0.2425, -0.6133, 0.7237, 0.5361, -1.8881, 0.1270, 0.3368, -0.5584, 0.9625, -0.3588, -0.2909, -0.9881, 0.2556, 0.4298, -1.9748, -1.7055, 0.3254, 0.5178, 0.3753, 0.4268, 0.3413, 0.4323, 0.2447, 0.5633, 0.3286, 0.4666, 0.3691, 0.2806, -0.5059, 0.5664, -0.1382, 0.3993, 0.0438, -0.1567, -0.1767, -0.1535, -0.9556, 0.3306, -0.1908, -0.4357, 0.4242, 0.2456, -0.6212, -0.6251, -0.5537, -0.6720, 0.6032, 0.2359, 0.3503, 0.3496, 0.1185, 0.4789, 0.3998, 0.3876, 0.4478



Entry 3:
Molecular formula: C19H20BrNO5S2
Method: DFT, wB97M-V/def2-TZVPD

Geometry (Å):
C  -0.423  -1.388  -2.677
C  -0.470  0.079  -3.094
H  -1.176  0.201  -3.919
H  0.515  0.423  -3.430
O  -0.964  0.931  -2.072
C  -0.096  1.485  -1.189
C  1.211  1.070  -0.977
C  2.012  1.696  -0.022
C  1.516  2.771  0.702
C  0.212  3.190  0.508
C  -0.593  2.556  -0.421
O  -1.905  2.935  -0.607
S  -2.919  2.510  0.578
O  -4.225  2.849  0.133
O  -2.441  3.025  1.823
C  -2.676  0.741  0.566
C  -3.425  -0.047  -0.282
C  -3.152  -1.402  -0.363
C  -2.118  -1.924  0.400
C  -1.373  -1.133  1.262
C  -1.661  0.218  1.344
H  -1.118  0.873  2.006
H  -0.584  -1.570  1.856
Br  -1.684  -3.765  0.246
H  -3.726  -2.045  -1.013
H  -4.206  0.411  -0.866
H  -0.204  4.004  1.080
H  2.150  3.270  1.418
C  3.409  1.256  0.165
N  3.645  0.024  0.637
C  4.979  -0.525  0.752
H  5.695  0.208  0.378
C  5.049  -1.822  -0.060
H  6.010  -2.315  0.087
O  4.065  -2.742  0.358
C  2.774  -2.203  0.225
H  2.082  -2.971  0.575
C  2.630  -0.917  1.055
H  1.637  -0.486  0.937
H  2.798  -1.162  2.111
H  2.567  -1.982  -0.834
H  4.919  -1.591  -1.128
H  5.188  -0.739  1.805
S  4.607  2.313  -0.240
H  1.630  0.262  -1.555
H  0.172  -1.527  -1.777
H  0.009  -1.980  -3.479
H  -1.428  -1.750  -2.481

Values from the calculation:
- structure (SMILES) = CCOc1cc(C(=S)N2CCOCC2)ccc1OS(=O)(=O)c1ccc(Br)cc1
- HOMO level (Eh) = -0.3015
- energy above the lowest of the compared OMol25 structures with the same formula, charge and spin (kcal/mol) = 0.5
- charge = 0
- DFT total energy (hartree) = -4537.33605
- LUMO (eV) = 0.103
- frontier orbital gap (hartree) = 0.3053

For each atom in turn, the Mulliken charge in e is: -0.4793, -0.7457, 0.3879, 0.4207, -0.3815, 0.7828, 0.1586, -0.5637, -0.9642, -0.4533, 0.3566, -0.5366, 1.3453, -0.7086, -0.6183, -0.0946, -0.3468, -0.6817, -0.0636, -0.2485, -0.4108, 0.5254, 0.5328, -0.1248, 0.4921, 0.4773, 0.5012, 0.5204, -0.0815, 0.1569, -0.7355, 0.3587, -0.5082, 0.3605, -0.4300, -0.4484, 0.2658, -0.1949, 0.0266, 0.2468, 0.3546, 0.3011, 0.2894, -0.3609, 0.7213, -0.0432, 0.4408, 0.2008



Entry 4:
Molecular formula: C19H20Cl2N2S
Method: DFT, wB97M-V/def2-TZVPD

Geometry (Å):
Cl  -0.504  1.868  -6.430
Cl  2.640  1.055  -5.758
S  1.881  3.441  2.751
C  -0.729  -1.835  0.308
C  -0.959  -0.938  1.364
C  -1.056  0.564  -4.148
C  2.484  1.528  0.839
C  0.577  1.090  2.223
C  2.177  0.455  0.033
C  -0.803  -0.344  -3.102
C  1.554  -0.335  -3.804
C  -0.039  1.032  -4.955
C  1.289  0.663  -4.741
C  1.591  1.956  1.837
C  0.178  0.048  1.307
C  0.960  -0.245  0.294
C  0.544  -0.763  -2.934
N  0.383  -1.362  -0.414
N  -2.470  -1.550  4.558
C  0.936  4.733  1.803
C  -1.549  -3.015  -0.249
C  0.893  -1.669  -1.762
C  -1.950  -0.812  2.420
C  -1.435  -1.608  3.576
H  -2.111  0.881  -4.363
H  3.429  2.061  0.581
H  0.001  1.278  3.144
H  2.696  0.151  -0.841
H  -1.472  -0.906  -2.498
H  2.584  -0.722  -3.614
H  -2.631  -0.581  4.776
H  -2.119  -2.010  5.400
H  0.880  5.613  2.507
H  1.530  5.060  0.977
H  -0.016  4.317  1.498
H  -1.421  -3.116  -1.340
H  -2.541  -2.844  0.111
H  -1.149  -3.909  0.329
H  0.593  -2.760  -1.986
H  1.958  -1.691  -1.646
H  -2.180  0.241  2.686
H  -2.925  -1.244  2.043
H  -0.495  -1.127  3.902
H  -1.204  -2.649  3.319

Values from the calculation:
- structure (SMILES) = CSc1ccc2c(c1)c(CCN)c(C)n2Cc1ccc(Cl)c(Cl)c1
- HOMO level (Eh) = -0.2841
- energy above the lowest of the compared OMol25 structures with the same formula, charge and spin (kcal/mol) = 33.2
- charge = 0
- DFT total energy (hartree) = -2164.04659
- LUMO (eV) = 0.578
- frontier orbital gap (hartree) = 0.3053

For each atom in turn, the Mulliken charge in e is: -0.2027, -0.1835, -0.1004, 0.4142, 0.4444, -0.6641, -0.6549, -0.5035, -0.8318, -0.3361, -0.4303, 0.4757, -0.0104, -0.4679, 1.0218, 0.1610, 0.8659, 0.4579, -0.6350, -0.7586, -1.4909, -2.0397, -1.3409, -0.3370, 0.3139, 0.3828, 0.4108, 0.3245, 0.4096, 0.3980, 0.2265, 0.2387, 0.2898, 0.2702, 0.2637, 0.3938, 0.3794, 0.3473, 0.4676, 0.5490, 0.4522, 0.3725, 0.2922, 0.3645